Record 1
A molecular structure, C25H27F6N3O5Yb. Source: the Open Molecules 2025 dataset; level of theory: wB97M-V/def2-TZVPD.

Output
Strongest force on any atom ... 0.019 hartree/bohr
E_HOMO (alpha / beta) ... -11.8 / -11.8 eV
Relative energy (zero: lowest compared OMol25 entry of this formula, charge and spin) ... 0.671 eV
Spin multiplicity ... 2
Total charge ... +1
Gap between HOMO and LUMO (alpha / beta) ... 8.86 / 7.75 eV

Geometry as XYZ:
```
67
Properties=species:S:1:pos:R:3:forces:R:3:mulliken_charge:R:1
Yb -0.406211 0.089387 0.234758 0.259 -0.721 0.538 1.136
C -2.816444 -2.572356 -1.355053 -0.003 -0.058 0.034 -1.843
C -2.713678 -1.076021 -1.451694 0.134 -0.011 -0.033 0.374
C -3.186563 -0.252492 -0.423091 -0.120 0.013 0.135 -0.632
C -3.153689 1.147124 -0.529265 0.006 0.022 0.085 1.013
C -3.802299 2.052166 0.481791 -0.087 0.032 -0.002 -1.554
C -2.546098 1.703689 -1.650042 0.039 0.021 -0.015 -0.203
C -2.061808 0.911798 -2.690910 0.023 -0.033 0.005 0.652
C -1.427417 1.545300 -3.893387 -0.001 0.020 -0.013 -1.687
C -2.160780 -0.472837 -2.577391 0.044 -0.002 -0.018 -0.277
H -3.718413 -2.927375 -1.856189 -0.003 0.036 -0.034 0.416
H -2.875179 -2.908803 -0.318907 0.012 0.018 0.000 0.346
H -1.963301 -3.054279 -1.830909 0.000 -0.009 -0.002 0.359
H -3.700289 -0.720127 0.410021 -0.050 -0.003 -0.016 0.658
H -3.962753 1.576533 1.446137 -0.008 -0.022 0.009 0.351
H -4.785147 2.361709 0.120622 0.021 -0.011 -0.055 0.440
H -3.206373 2.949459 0.638824 0.023 0.000 -0.014 0.172
H -2.466965 2.782935 -1.719072 -0.012 0.002 -0.025 0.454
H -2.092563 2.291977 -4.327816 0.001 0.004 0.004 0.464
H -1.187321 0.808416 -4.656668 -0.016 -0.017 0.013 0.384
H -0.502390 2.050852 -3.613376 0.001 0.016 0.007 0.303
H -1.757463 -1.091612 -3.370242 -0.045 -0.022 0.006 0.406
O 0.799194 -1.782412 1.098619 -0.413 0.448 -0.196 -0.323
C 0.810308 -2.613229 2.277167 0.015 -0.131 -0.311 -0.707
C 1.606784 -1.993919 3.400362 0.078 -0.138 0.154 -0.840
C 1.276046 -0.515579 3.614476 -0.092 0.135 0.070 -1.049
C -0.196547 -0.267484 3.804437 -0.011 -0.093 -0.089 0.729
C -0.704684 -0.146160 5.094051 0.091 -0.002 -0.039 -0.635
C -2.058747 0.034769 5.305436 -0.024 -0.022 0.056 -0.680
C -2.896028 0.077916 4.205142 0.021 -0.034 -0.145 -1.021
C -2.326200 -0.050645 2.954660 0.011 0.068 0.156 -0.254
N -1.014305 -0.211465 2.728058 0.081 0.101 -0.163 0.674
H 1.630675 -1.765500 0.600453 0.106 -0.161 0.103 0.244
H 1.188950 -3.596478 1.996377 0.039 0.020 0.072 0.459
H -0.239112 -2.733276 2.541696 0.023 0.039 0.048 0.345
H 2.678007 -2.089289 3.211414 -0.007 0.021 -0.060 0.411
H 1.404638 -2.580197 4.301849 -0.014 0.063 0.013 0.414
H 1.647213 0.064217 2.774589 -0.001 0.004 -0.043 0.011
H 1.795028 -0.151518 4.501748 0.043 -0.070 -0.007 0.645
H -0.013487 -0.190484 5.925270 -0.032 -0.003 0.022 0.541
H -2.450138 0.140441 6.308317 -0.008 0.013 -0.004 0.466
H -3.962980 0.221720 4.294337 0.000 0.001 0.051 0.516
H -2.950388 -0.006671 2.079621 -0.047 -0.008 -0.025 0.140
F -2.981253 3.111963 4.997163 0.028 -0.070 0.101 -0.370
C -2.322654 3.765420 4.041799 -0.073 0.327 -0.160 0.380
C -1.104395 3.411416 3.648558 0.091 -0.052 -0.057 -0.083
N -0.426956 4.099491 2.651712 -0.017 -0.142 0.329 0.088
C 0.767492 3.506111 2.106067 0.214 0.068 -0.144 -1.518
C 0.422115 2.281297 1.303415 -0.380 -0.086 -0.189 1.331
O -0.768609 2.164328 0.853844 0.137 0.328 0.109 0.071
O 1.247898 1.357275 1.087778 0.124 0.246 0.242 -0.742
C -1.005011 5.155325 1.973593 -0.072 0.427 0.061 0.530
O -0.460564 5.734761 1.063760 -0.031 -0.146 -0.081 -0.616
N -2.251554 5.530531 2.451568 0.192 -0.126 -0.049 -0.047
C -3.013743 4.913218 3.436099 -0.195 -0.270 0.021 0.134
O -4.127880 5.269565 3.720266 0.038 0.095 0.000 -0.584
H -0.587287 2.570561 4.094640 0.005 0.024 -0.018 0.634
H 1.487377 3.257795 2.886271 -0.046 -0.031 0.010 0.356
H 1.241241 4.220528 1.428685 -0.049 0.036 0.063 0.432
H -2.668444 6.325438 1.986575 -0.012 0.016 -0.001 0.242
F 0.223049 -1.367568 -1.432731 0.380 -0.021 -0.423 -0.251
C 1.438950 -0.476054 -1.410935 -0.984 -0.024 0.046 -0.597
F 0.673246 0.797049 -1.622180 0.394 -0.217 -0.195 -0.397
C 2.047652 -0.745406 -2.779769 0.283 0.125 0.172 0.870
F 1.182671 -0.644911 -3.795234 -0.072 0.008 -0.020 -0.177
F 3.033879 0.128754 -2.982671 -0.027 -0.050 -0.065 -0.247
F 2.546297 -1.984088 -2.780097 -0.001 0.005 -0.027 -0.258
```
Positions in Å, forces in eV/Å.

Record 2
8 unconnected molecules or ions with the total composition C4H20O8 in a non-equilibrium geometry. Source: the Open Molecules 2025 dataset; level of theory: wB97M-V/def2-TZVPD.

Output
Strongest force on any atom ... 0.041 hartree/bohr
Structure (SMILES) ... C=C/C=C/O.O.O.O.O.O.O.O
E_HOMO ... -8.0 eV
Relative energy (zero: lowest compared OMol25 entry of this formula, charge and spin) ... 1.564 eV
Gap between HOMO and LUMO ... 8.38 eV

Geometry as XYZ:
```
32
Properties=species:S:1:pos:R:3:forces:R:3:mulliken_charge:R:1
C -0.442701 0.688582 3.869443 1.041 -1.435 0.615 -0.720
C -0.505361 -0.476945 3.202919 -0.723 0.978 -1.393 -0.232
C 0.564634 -1.107370 2.414595 0.055 0.703 1.122 0.062
C 0.321425 -1.693642 1.255710 0.246 -0.970 -0.824 -0.269
O 1.332628 -2.229737 0.486702 -1.696 0.718 -1.031 -0.558
H -1.304995 1.262287 4.170905 -0.094 -0.186 0.134 0.259
H 0.535800 0.941201 4.292048 -0.276 0.556 -0.423 0.242
H -1.480232 -0.833604 2.876506 -0.178 0.095 0.166 0.254
H 1.596639 -0.902976 2.683695 0.057 -0.220 0.108 0.307
H -0.680770 -1.823180 0.808514 0.374 0.137 0.536 0.272
H 0.964136 -2.167596 -0.486961 1.379 -0.695 1.461 0.418
O 2.869671 -0.106310 -0.248563 0.483 0.027 -0.078 -0.622
H 2.965441 -0.679340 -1.014975 0.002 -0.056 0.089 0.253
H 2.704637 -0.714780 0.486867 -0.233 -0.104 -0.319 0.342
O -1.651850 -2.241678 -2.920923 0.652 0.149 0.063 -0.701
H -2.527583 -2.585756 -2.729172 -0.050 0.269 0.131 0.295
H -1.665281 -1.279832 -2.768814 -0.792 -0.246 -0.187 0.389
O 0.845194 -2.428625 -2.048373 0.005 1.156 1.768 -0.646
H 1.602174 -2.755968 -2.521137 -0.678 -0.473 -0.851 0.251
H -0.108490 -2.453149 -2.278990 0.450 -0.793 -1.299 0.409
O -0.794294 1.841521 -1.714392 -0.065 -0.404 -0.845 -0.712
H -0.536612 1.610391 -0.816579 -0.338 0.382 0.200 0.320
H -1.218529 2.705831 -1.661869 0.297 -0.057 0.467 0.318
O -0.599322 2.979478 0.775099 0.126 0.171 0.365 -0.676
H -0.682187 3.796336 1.274121 -0.136 -0.035 0.017 0.290
H 0.359976 2.767148 0.806437 -0.273 0.074 -0.171 0.418
O -3.006157 0.316053 -2.521563 0.253 0.222 -0.301 -0.673
H -3.439604 0.768550 -3.253542 -0.145 -0.228 -0.003 0.333
H -2.214508 0.870647 -2.372023 0.030 -0.022 0.409 0.400
O 1.833314 2.277415 0.070568 -0.058 0.742 0.086 -0.651
H 1.699274 1.610450 -0.609601 0.308 -0.187 0.122 0.345
H 2.663532 2.044598 0.493348 -0.023 -0.268 -0.134 0.286
```
Positions in Å, forces in eV/Å.